Entry 1:
{"formula": "C3H8ClN2", "method": "wB97M-V/def2-TZVPD", "symbols": ["C", "C", "C", "N", "N", "Cl", "H", "H", "H", "H", "H", "H", "H", "H"], "xyz": [[0.839, -1.703, 1.225], [-1.262, 1.134, 0.282], [0.900, 0.301, -0.352], [-0.866, 0.386, -1.829], [-0.394, 0.572, -0.684], [1.928, -0.077, -1.641], [0.956, -0.878, 1.873], [1.615, -2.358, 0.871], [-0.099, -1.815, 0.796], [-1.999, 1.786, -0.179], [-0.763, 1.609, 1.133], [-1.846, 0.343, 0.653], [1.455, 0.965, 0.316], [-0.464, -0.266, -2.464]], "lowdin_charge": [0.243, 0.013, -0.553, 0.235, -0.307, 0.779, 0.017, 0.049, -0.002, 0.124, 0.123, 0.097, 0.106, 0.075], "charge": 1, "mol_weight_g_mol": 107.564, "de_lowest_kcal_mol": 131.4, "homo_lumo_gap_ev": [7.1, 8.4], "e_lumo_ev": [-6.735, -5.970]}

=====

Entry 2:
{"formula": "C3H8ClN2O", "method": "wB97M-V/def2-TZVPD", "symbols": ["C", "C", "C", "N", "N", "O", "Cl", "H", "H", "H", "H", "H", "H", "H", "H"], "xyz": [[-0.257, 1.242, 1.733], [-0.214, -0.769, 0.271], [0.975, -1.314, -2.073], [0.441, -0.490, -1.222], [-0.882, 0.391, 0.691], [0.058, 0.708, -1.551], [1.564, -0.797, -3.545], [-0.296, 2.284, 1.639], [-0.653, 1.120, 2.856], [0.902, 1.094, 1.750], [0.576, -1.288, 0.742], [-0.879, -1.586, 0.207], [1.055, -2.267, -1.696], [-1.825, 0.501, 0.968], [-0.565, 1.170, -0.769]], "lowdin_charge": [-0.078, -0.050, -0.479, -0.151, -0.092, -0.006, 0.856, 0.051, 0.139, 0.127, 0.130, 0.128, 0.091, 0.137, 0.198], "charge": 1, "mol_weight_g_mol": 123.563, "de_lowest_kcal_mol": 87.8, "homo_lumo_gap_ev": 10.6, "e_lumo_ev": -4.210, "smiles": "CNC/[N+](O)=C/Cl"}

=====

Entry 3:
{"formula": "C3H8ClN3", "method": "wB97M-V/def2-TZVPD", "symbols": ["C", "C", "C", "N", "N", "N", "Cl", "H", "H", "H", "H", "H", "H", "H", "H"], "xyz": [[1.584, -0.859, 0.097], [0.125, 1.086, 1.095], [-0.247, 0.466, -1.226], [2.865, -0.818, -0.040], [0.789, -1.992, 0.155], [0.697, 0.629, -0.132], [3.693, 0.574, -0.107], [-0.740, 0.518, 1.347], [0.836, 0.979, 2.048], [-0.290, 2.163, 1.135], [-0.731, 1.503, -1.552], [0.430, -0.034, -1.918], [-1.233, -0.115, -1.126], [-0.216, -2.023, 0.362], [1.289, -2.754, 0.582]], "lowdin_charge": [-0.397, -0.183, -0.167, -0.480, 0.119, -0.226, 0.606, 0.037, 0.121, 0.102, 0.118, 0.073, 0.079, 0.107, 0.092], "mol_weight_g_mol": 121.571, "de_lowest_kcal_mol": 57.4, "homo_lumo_gap_ev": 9.5, "e_lumo_ev": 0.757, "smiles": "CN(C)/C(N)=N\\Cl"}

=====

Entry 4:
{"formula": "C3H8ClNO", "method": "wB97M-V/def2-TZVPD", "symbols": ["C", "C", "C", "N", "O", "Cl", "H", "H", "H", "H", "H", "H", "H", "H"], "xyz": [[0.127, 1.425, -0.674], [-0.926, -0.689, -0.231], [1.320, -0.586, 0.090], [0.305, 0.004, -0.580], [1.582, -1.839, -0.295], [2.858, 0.405, 0.026], [0.102, 1.977, 0.280], [0.758, 2.096, -1.317], [-0.920, 1.529, -1.122], [-1.012, -0.519, 0.822], [-1.849, -0.326, -0.683], [-0.869, -1.729, -0.428], [1.034, -1.000, 1.983], [2.018, -1.878, -1.153]], "lowdin_charge": [-0.125, -0.077, -0.857, -0.254, -0.070, 0.586, 0.089, 0.089, 0.102, 0.062, 0.093, 0.077, 0.175, 0.109], "mol_weight_g_mol": 109.556, "de_lowest_kcal_mol": 103.3, "homo_lumo_gap_ev": 9.0, "e_lumo_ev": 0.298}

=====

Entry 5:
{"formula": "C3H8ClNO", "method": "wB97M-V/def2-TZVPD", "symbols": ["C", "C", "C", "N", "O", "Cl", "H", "H", "H", "H", "H", "H", "H", "H"], "xyz": [[2.218, 0.451, -0.330], [-2.264, -0.155, 0.452], [1.806, -0.664, 0.565], [-1.256, 0.385, -0.481], [1.473, -0.481, 1.698], [1.681, -2.292, -0.141], [1.255, 1.019, -0.370], [2.410, 0.168, -1.371], [3.052, 1.064, -0.031], [-2.284, 0.504, 1.356], [-3.379, -0.152, -0.043], [-1.946, -1.083, 0.924], [-1.164, -0.030, -1.486], [-1.600, 1.267, -0.742]], "lowdin_charge": [-0.085, -0.199, -0.871, -0.095, 0.030, 0.620, 0.081, 0.070, 0.081, 0.072, 0.111, 0.052, 0.113, 0.022], "mol_weight_g_mol": 109.556, "de_lowest_kcal_mol": 31.2, "homo_lumo_gap_ev": 10.5, "e_lumo_ev": 0.798, "smiles": "CC(=O)Cl.CN"}

=====

Entry 6:
{"formula": "C3H8ClNOSi", "method": "wB97M-V/def2-TZVPD", "symbols": ["C", "C", "C", "N", "O", "Si", "Cl", "H", "H", "H", "H", "H", "H", "H", "H"], "xyz": [[-0.259, -0.855, 0.186], [-1.286, -1.939, 0.165], [0.843, -0.932, 1.197], [-0.380, 0.062, -0.681], [0.639, 1.008, -0.667], [0.310, 2.687, -1.206], [2.085, 3.491, -0.818], [-1.657, -2.129, 1.170], [-2.111, -1.660, -0.486], [-0.833, -2.857, -0.209], [1.785, -1.146, 0.693], [0.955, 0.037, 1.684], [0.650, -1.699, 1.941], [-0.012, 2.695, -2.620], [-0.729, 3.235, -0.349]], "mulliken_spin": [0.838, 0.010, -0.053, 0.760, 0.216, 0.009, 0.003, 0.030, 0.005, 0.059, 0.068, 0.044, 0.002, 0.002, 0.006], "mol_weight_g_mol": 137.642, "de_lowest_kcal_mol": 0.0, "homo_lumo_gap_ev": [5.6, 7.7], "e_lumo_ev": [0.726, -1.983], "multiplicity": 3}

=====

Entry 7:
{"formula": "C3H8ClS2", "method": "wB97M-V/def2-TZVPD", "symbols": ["S", "S", "C", "C", "C", "H", "H", "H", "H", "H", "H", "H", "H", "Cl"], "xyz": [[-1.371, -0.380, 1.536], [0.238, -1.556, 1.101], [-2.394, -0.584, 0.061], [1.874, 0.714, 0.988], [1.312, -0.428, 0.158], [-2.662, -1.642, -0.100], [-3.320, -0.007, 0.218], [-1.893, -0.207, -0.846], [2.513, 1.361, 0.365], [2.478, 0.323, 1.824], [1.054, 1.324, 1.402], [0.747, -0.057, -0.718], [2.118, -1.089, -0.216], [-0.693, 2.228, -5.774]], "lowdin_charge": [0.407, 0.451, -0.487, -0.195, -0.619, 0.031, 0.031, 0.041, 0.075, 0.067, 0.050, 0.077, 0.069, -0.999], "charge": -1, "mol_weight_g_mol": 143.684, "homo_lumo_gap_ev": 6.0, "e_lumo_ev": 2.514}

=====

Entry 8:
{"formula": "C3H8FN", "method": "wB97M-V/def2-TZVPD", "symbols": ["C", "C", "C", "H", "H", "H", "H", "H", "H", "H", "H", "N", "F"], "xyz": [[0.738, -0.308, -0.062], [-0.510, 0.623, 0.315], [-1.570, -0.377, 0.055], [2.163, 0.647, -1.264], [2.801, -0.326, -0.011], [0.153, -0.814, -0.988], [1.106, -0.893, 0.939], [-0.439, 1.835, -0.222], [-0.401, 1.010, 1.429], [-1.693, -0.927, 1.053], [-1.414, -1.037, -0.676], [2.034, 0.295, -0.222], [-2.968, 0.272, -0.345]], "lowdin_charge": [-0.341, -0.228, -0.146, 0.123, 0.049, 0.128, 0.162, 0.193, 0.125, 0.147, 0.036, -0.064, -0.184], "mol_weight_g_mol": 77.102, "de_lowest_kcal_mol": 77.7, "homo_lumo_gap_ev": 10.4, "e_lumo_ev": 0.805, "smiles": "NCCCF"}

=====

Entry 9:
{"formula": "C3H8FN2", "method": "wB97M-V/def2-TZVPD", "symbols": ["C", "C", "C", "N", "N", "F", "H", "H", "H", "H", "H", "H", "H", "H"], "xyz": [[0.494, 1.223, -0.270], [-0.841, 0.624, 0.379], [0.368, -1.081, -0.624], [1.292, 0.099, -0.670], [-0.610, -0.806, 0.505], [2.148, -0.088, 0.467], [0.131, 1.793, -1.054], [0.913, 2.002, 0.522], [-1.162, 1.057, 1.271], [-1.633, 0.606, -0.317], [-0.344, -1.039, -1.529], [0.883, -2.003, -0.490], [-0.202, -1.059, 1.392], [-1.435, -1.328, 0.417]], "lowdin_charge": [-0.097, -0.075, -0.025, -0.035, 0.078, -0.044, 0.099, 0.188, 0.121, 0.121, 0.185, 0.137, 0.184, 0.164], "charge": 1, "mol_weight_g_mol": 91.109, "de_lowest_kcal_mol": 83.9, "homo_lumo_gap_ev": 11.6, "e_lumo_ev": -3.724, "smiles": "FN1CC[NH2+]C1"}

=====

Entry 10:
{"formula": "C3H8FN2", "method": "wB97M-V/def2-TZVPD", "symbols": ["C", "C", "C", "N", "N", "F", "H", "H", "H", "H", "H", "H", "H", "H"], "xyz": [[0.946, 0.820, -0.446], [0.992, -0.873, 1.302], [-1.919, 0.170, -0.570], [1.521, 0.357, 0.589], [-0.725, -0.349, -1.223], [1.426, 1.709, -1.197], [0.576, -0.714, 2.252], [0.318, -1.310, 0.546], [1.960, -1.493, 1.259], [-2.387, 1.163, -1.025], [-1.702, 0.321, 0.461], [-2.609, -0.607, -0.672], [2.442, 0.852, 0.952], [-0.838, -0.045, -2.227]], "lowdin_charge": [-0.131, 0.018, -0.165, 0.064, 0.086, 0.217, 0.079, 0.076, 0.137, 0.138, 0.060, 0.075, 0.243, 0.104], "charge": 1, "mol_weight_g_mol": 91.109, "de_lowest_kcal_mol": 121.0, "homo_lumo_gap_ev": [9.2, 9.2], "e_lumo_ev": [-5.744, -5.740]}

=====

Entry 11:
{"formula": "C3H8FN2O2", "method": "wB97M-V/def2-TZVPD", "symbols": ["C", "H", "F", "C", "H", "N", "O", "O", "N", "H", "H", "C", "H", "H", "H", "H"], "xyz": [[0.669, 0.329, -0.281], [-0.382, -0.463, 1.396], [1.720, 2.346, -0.339], [-0.588, -0.255, 0.328], [0.565, 0.617, -1.333], [1.880, -0.382, -0.115], [1.906, -1.578, -0.566], [2.577, -0.213, 0.936], [-0.926, -1.474, -0.414], [-1.802, -1.866, -0.082], [-0.210, -2.174, -0.226], [-1.766, 0.716, 0.283], [-1.478, 1.665, 0.755], [-2.066, 0.906, -0.757], [-2.634, 0.308, 0.829], [2.535, 1.519, -0.415]], "lowdin_charge": [-0.093, 0.132, -0.270, -0.466, 0.106, -0.553, -0.166, -0.162, 0.020, 0.049, 0.052, -0.095, 0.073, 0.071, 0.063, 0.239], "charge": -1, "mol_weight_g_mol": 123.107, "de_lowest_kcal_mol": 76.2, "homo_lumo_gap_ev": [6.0, 7.3], "e_lumo_ev": [4.009, 3.986]}

=====

Entry 12:
{"formula": "C3H8FNP", "method": "wB97M-V/def2-TZVPD", "symbols": ["C", "C", "C", "N", "F", "P", "H", "H", "H", "H", "H", "H", "H", "H"], "xyz": [[1.933, 1.156, -0.352], [-0.934, -0.720, -1.090], [1.269, 0.260, 0.297], [-1.907, -1.153, -0.357], [1.690, -1.011, 0.077], [-0.126, 1.071, 1.357], [1.518, 2.117, -0.443], [2.715, 0.666, -0.966], [-0.290, -1.387, -1.596], [-0.726, 0.326, -1.282], [-2.122, -2.176, -0.153], [-2.683, -0.586, -0.083], [0.656, 1.260, 2.550], [-0.993, 0.176, 2.040]], "lowdin_charge": [-0.010, 0.103, -0.642, 0.191, -0.016, 0.845, 0.048, 0.114, 0.116, 0.102, 0.201, 0.138, -0.068, -0.122], "charge": 1, "mol_weight_g_mol": 108.076, "de_lowest_kcal_mol": 23.3, "homo_lumo_gap_ev": 7.7, "e_lumo_ev": -5.841}

=====

Entry 13:
{"formula": "C3H8FNP", "method": "wB97M-V/def2-TZVPD", "symbols": ["C", "C", "C", "N", "F", "P", "H", "H", "H", "H", "H", "H", "H", "H"], "xyz": [[0.008, 0.715, -1.065], [0.108, 1.340, 0.121], [1.351, -1.557, -0.586], [-0.157, 0.604, 1.279], [1.138, -1.722, -1.914], [0.381, -2.061, 0.804], [-0.791, -0.029, -1.061], [0.262, 0.916, -2.061], [0.614, 2.196, 0.437], [-0.284, 0.993, 2.210], [2.395, -1.243, -0.533], [-0.797, -0.096, 1.065], [1.288, -3.146, 0.891], [-0.543, -2.615, 0.061]], "lowdin_charge": [0.001, -0.164, -0.266, 0.011, 0.022, 1.001, 0.073, 0.065, 0.110, 0.128, 0.112, -0.009, -0.004, -0.078], "charge": 1, "mol_weight_g_mol": 108.076, "de_lowest_kcal_mol": 54.1, "homo_lumo_gap_ev": [7.1, 7.1], "e_lumo_ev": [-6.336, -6.334]}

=====

Entry 14:
{"formula": "C3H8FNS", "method": "wB97M-V/def2-TZVPD", "symbols": ["C", "C", "C", "N", "F", "S", "H", "H", "H", "H", "H", "H", "H", "H"], "xyz": [[1.656, 0.383, -0.106], [0.319, 0.987, -0.239], [-0.702, -0.167, -0.313], [-0.393, -1.114, 0.851], [-0.628, -0.944, -1.360], [-2.387, 0.569, -0.070], [1.996, -0.151, -1.026], [1.567, -0.258, 0.888], [2.415, 1.088, 0.068], [0.231, 1.519, 0.646], [0.364, 1.679, -0.995], [-0.547, -2.104, 0.591], [-0.898, -0.960, 1.710], [-2.993, -0.526, -0.645]], "lowdin_charge": [-0.137, -0.264, -0.881, 0.015, 0.040, 0.757, 0.093, 0.114, 0.046, 0.091, 0.088, 0.093, 0.058, -0.112], "mol_weight_g_mol": 109.169, "de_lowest_kcal_mol": 18.7, "homo_lumo_gap_ev": 9.9, "e_lumo_ev": 0.861, "smiles": "CC[C@](N)(F)S"}

=====

Entry 15:
{"formula": "C3H8GdO3", "method": "wB97M-V/def2-TZVPD", "symbols": ["O", "C", "C", "O", "Gd", "H", "H", "H", "H", "O", "H", "C", "H", "H", "H"], "xyz": [[-3.301, 0.760, 2.937], [-2.134, 0.167, 3.053], [-4.448, -0.524, 5.403], [-4.000, 0.681, 5.938], [-3.717, 2.395, 4.491], [-1.904, -0.895, 3.217], [-1.300, 0.690, 2.558], [-4.007, -1.449, 5.804], [-5.517, -0.458, 5.139], [-4.813, -2.399, 2.359], [-4.664, -1.390, 2.250], [-6.159, -2.797, 2.207], [-6.397, -3.666, 2.842], [-6.863, -1.989, 2.459], [-6.309, -3.081, 1.158]], "mulliken_spin": [0.305, 0.747, -0.026, -0.045, 6.266, 0.062, 0.078, 0.001, -0.020, 0.512, -0.028, 0.036, 0.019, 0.012, 0.081], "charge": 2, "mol_weight_g_mol": 249.344, "de_lowest_kcal_mol": 96.8, "homo_lumo_gap_ev": [5.1, 3.7], "e_lumo_ev": [-9.860, -13.105], "multiplicity": 9}

=====

Entry 16:
{"formula": "C3H8I2PPd", "method": "wB97M-V/def2-TZVPD", "symbols": ["C", "C", "I", "C", "P", "I", "H", "H", "H", "H", "H", "H", "H", "H", "Pd"], "xyz": [[1.551, -0.938, 0.042], [1.037, 0.596, -0.225], [2.489, 2.196, -0.565], [-0.418, 0.906, -0.266], [-1.859, -0.321, -0.015], [-0.922, 3.036, -0.700], [0.747, -1.767, -0.254], [2.516, -1.114, -0.629], [1.824, -1.005, 1.203], [-1.107, -1.197, 0.846], [-2.247, 0.415, 1.195], [-2.773, 0.578, -0.734], [-1.533, -1.057, -1.216], [-3.004, -1.224, 0.142], [3.696, 0.896, 1.176]], "lowdin_charge": [-0.177, -0.724, 1.016, -0.821, 0.398, 0.813, 0.089, 0.095, 0.102, 0.016, 0.088, 0.043, 0.038, -0.046, 0.073], "charge": 1, "mol_weight_g_mol": 435.299, "de_lowest_kcal_mol": 34.9, "homo_lumo_gap_ev": 3.2, "e_lumo_ev": -8.709}

=====

Entry 17:
{"formula": "C3H8IN2", "method": "wB97M-V/def2-TZVPD", "symbols": ["C", "C", "C", "N", "N", "I", "H", "H", "H", "H", "H", "H", "H", "H"], "xyz": [[0.395, -0.302, -0.998], [-0.104, -1.241, 0.142], [0.951, 1.030, -0.524], [-1.179, -0.690, 0.965], [0.651, 1.572, 0.620], [-2.922, -0.043, -0.174], [1.048, -0.920, -1.515], [-0.428, 0.007, -1.568], [-0.257, -2.083, -0.480], [0.677, -1.407, 0.747], [1.792, 1.538, -1.201], [0.009, 1.333, 1.300], [-1.681, -1.193, 1.653], [1.048, 2.399, 1.034]], "lowdin_charge": [-0.149, -0.306, 0.033, -0.397, 0.243, 0.780, 0.110, 0.048, 0.107, 0.085, 0.204, 0.092, -0.006, 0.155], "charge": 1, "mol_weight_g_mol": 199.015, "de_lowest_kcal_mol": 39.1, "homo_lumo_gap_ev": 7.9, "e_lumo_ev": -4.985, "smiles": "[NH2+]=CCCNI"}